(1)
A single C5H6N2O2S molecule, computed with ωB97M-V with the def2-TZVPD basis set.

Structure (ORCA input):
```
! wB97M-V def2-TZVPD RIJCOSX def2/J DEFGRID3
* xyz 0 1
C 1.048 2.342 0.202
C 1.689 1.187 -0.165
C -0.496 0.773 -0.192
C 0.958 -1.123 -0.689
C -1.143 -1.625 0.917
N -0.304 2.006 0.205
N 0.738 0.212 -0.376
O -2.954 0.151 0.811
O -2.088 -0.753 -1.444
S -1.909 -0.386 -0.043
H 1.417 3.285 0.317
H 2.596 0.841 -0.339
H 1.824 -1.494 -0.199
H 0.264 -1.573 -1.429
H -0.990 -2.630 0.562
H -0.650 -1.212 1.863
*
```

Its LUMO energy (spin up / spin down) is -1.52 / -0.96 eV. The value obtained for the highest occupied orbital energy (spin up / spin down) is -8.69 / -9.46 eV. The HOMO-LUMO gap (spin up / spin down) comes out at 7.17 / 8.50 eV. The value obtained for the energy above the lowest of the compared OMol25 structures with the same formula, charge and spin is 641.2 kJ/mol.



(2)
2 unconnected molecules or ions with the total composition C4H11NO, computed with ωB97M-V with the def2-TZVPD basis set.

Structure (ORCA input):
```
! wB97M-V def2-TZVPD RIJCOSX def2/J DEFGRID3
* xyz 0 1
C 1.717 -1.852 0.901
C 1.529 -0.826 -0.235
C 0.410 0.167 -0.219
C 0.333 1.044 0.803
N -0.741 1.912 0.912
H 1.735 -2.871 0.517
H 0.915 -1.720 1.635
H 2.632 -1.682 1.450
H 2.481 -0.273 -0.315
H 1.516 -1.328 -1.211
H -0.283 0.201 -1.038
H 1.067 1.211 1.575
H -0.648 2.748 1.453
H -1.595 1.765 0.392
O -2.665 -0.172 -1.755
H -2.837 -1.086 -2.040
H -2.016 0.093 -2.400
*
```

Its LUMO energy is 0.85 eV. The value obtained for the highest occupied orbital energy is -7.46 eV. The HOMO-LUMO gap comes out at 8.31 eV. The value obtained for the energy above the lowest of the compared OMol25 structures with the same formula, charge and spin is 152.4 kJ/mol.



(3)
9 unconnected molecules or ions with the total composition C41H45N9, computed with ωB97M-V with the def2-TZVPD basis set.

Structure (ORCA input):
```
! wB97M-V def2-TZVPD RIJCOSX def2/J DEFGRID3
* xyz 0 1
C 0.181 1.049 -0.858
C 1.105 0.428 -0.003
C 0.800 0.793 1.246
N -0.298 1.633 1.245
C -0.718 1.721 -0.044
H 0.185 0.996 -1.937
H 1.969 -0.198 -0.173
H 1.268 0.595 2.199
H -0.582 2.220 2.017
H -1.657 2.226 -0.211
C 3.600 6.963 0.636
C 4.700 6.255 0.207
C 4.288 4.968 -0.028
N 3.020 4.767 0.351
C 2.578 5.991 0.820
H 3.483 7.994 0.937
H 5.631 6.722 -0.080
H 4.777 4.221 -0.635
H 2.384 3.996 0.211
H 1.579 6.152 1.197
C 4.185 -4.077 1.887
C 4.404 -3.347 3.055
C 3.757 -4.105 4.060
N 3.258 -5.239 3.496
C 3.487 -5.213 2.171
H 4.526 -3.757 0.914
H 4.737 -2.328 3.186
H 3.565 -3.824 5.085
H 2.825 -5.981 4.026
H 3.153 -6.014 1.528
C 1.667 -2.148 -5.337
C 0.326 -2.217 -5.165
C -0.238 -2.745 -6.293
N 0.797 -3.040 -7.163
C 1.980 -2.709 -6.588
H 2.388 -1.698 -4.671
H -0.202 -2.025 -4.243
H -1.274 -2.981 -6.483
H 0.708 -3.464 -8.076
H 2.887 -2.944 -7.125
C -3.721 2.907 -4.217
C -3.805 1.528 -4.422
C -5.028 0.854 -4.033
N -6.080 1.521 -3.485
C -5.891 2.822 -3.148
C -4.744 3.567 -3.521
H -2.809 3.433 -4.456
H -3.001 1.006 -4.920
H -5.064 -0.224 -4.103
H -6.708 3.278 -2.607
H -4.526 4.562 -3.164
C -6.258 0.908 2.195
C -6.066 -0.194 3.019
C -7.015 -0.459 4.026
N -8.173 0.214 4.193
C -8.301 1.276 3.399
C -7.421 1.630 2.361
H -5.515 1.171 1.456
H -5.124 -0.719 2.959
H -6.989 -1.348 4.639
H -9.088 1.977 3.633
H -7.494 2.508 1.736
C -2.250 4.253 7.908
C -3.162 4.060 6.909
C -2.664 3.839 5.653
N -1.323 3.789 5.377
C -0.457 4.064 6.377
C -0.871 4.213 7.675
H -2.644 4.243 8.913
H -4.216 4.125 7.135
H -3.289 3.642 4.794
H 0.585 3.935 6.123
H -0.189 4.293 8.508
C 8.532 -2.880 -3.009
C 7.454 -2.056 -3.116
C 7.439 -1.073 -4.151
N 8.391 -0.921 -5.085
C 9.414 -1.757 -5.005
C 9.583 -2.628 -3.916
H 8.684 -3.613 -2.231
H 6.569 -2.095 -2.498
H 6.652 -0.352 -4.311
H 10.198 -1.657 -5.741
H 10.484 -3.223 -3.883
C -1.953 -5.601 0.669
C -3.155 -6.094 0.228
C -4.035 -5.215 -0.526
N -3.694 -3.914 -0.779
C -2.419 -3.492 -0.382
C -1.621 -4.305 0.399
H -1.327 -6.229 1.285
H -3.425 -7.112 0.467
H -4.970 -5.638 -0.863
H -2.066 -2.493 -0.592
H -0.667 -3.957 0.769
*
```

Its LUMO energy is 0.29 eV. The value obtained for the highest occupied orbital energy is -7.86 eV. The HOMO-LUMO gap comes out at 8.15 eV. The value obtained for the energy above the lowest of the compared OMol25 structures with the same formula, charge and spin is 170.4 kJ/mol.



(4)
2 unconnected molecules or ions with the total composition C18H36N5, computed with ωB97M-V with the def2-TZVPD basis set.

Structure (ORCA input):
```
! wB97M-V def2-TZVPD RIJCOSX def2/J DEFGRID3
* xyz 1 1
C 3.341 -4.161 2.324
C 3.649 -2.597 2.794
C 2.484 -1.630 2.136
N 2.830 -1.252 0.686
C 1.757 -0.300 0.200
C 0.450 -1.134 -0.335
N -0.183 -0.333 -1.454
N -1.390 -0.928 -1.834
C 0.768 -0.137 -2.654
C 2.357 -0.065 -2.190
C 3.287 0.743 -3.274
C 4.884 0.368 -3.609
C 5.594 1.288 -4.748
N 5.075 2.417 -5.572
C 3.668 2.829 -5.301
C 2.787 2.038 -4.187
N 2.385 0.626 -0.821
H 3.544 -4.229 1.162
H 4.006 -4.947 2.907
H 2.200 -4.395 2.499
H 4.717 -2.276 2.390
H 3.697 -2.490 3.981
H 1.421 -2.166 2.081
H 2.421 -0.643 2.781
H 2.786 -2.113 0.073
H 1.406 0.353 1.112
H -0.389 -1.302 0.484
H 0.754 -2.175 -0.783
H -0.424 0.654 -1.143
H -2.089 -0.566 -1.120
H -1.261 -1.949 -1.591
H 0.598 -0.971 -3.490
H 0.392 0.874 -3.164
H 2.705 -1.202 -2.090
H 5.447 -0.511 -3.031
H 6.735 1.001 -4.963
H 3.156 3.733 -5.887
H 1.676 2.422 -4.009
H 3.418 0.716 -0.578
C -6.774 1.219 2.996
C -5.644 2.178 2.652
C -5.064 1.953 1.254
C -4.413 0.583 1.026
C -3.276 0.229 1.987
C -2.089 1.175 1.888
H -6.431 0.180 3.013
H -7.175 1.451 3.989
H -7.591 1.303 2.274
H -4.858 2.109 3.412
H -6.032 3.203 2.705
H -4.332 2.742 1.047
H -5.862 2.083 0.513
H -4.032 0.549 -0.002
H -5.180 -0.199 1.087
H -2.931 -0.786 1.757
H -3.639 0.203 3.019
H -1.682 1.186 0.872
H -1.293 0.853 2.568
H -2.363 2.198 2.161
*
```

Its LUMO energy is -2.94 eV. The value obtained for the highest occupied orbital energy is -11.44 eV. The HOMO-LUMO gap comes out at 8.51 eV. The value obtained for the energy above the lowest of the compared OMol25 structures with the same formula, charge and spin is 990.6 kJ/mol.



(5)
2 unconnected molecules or ions with the total composition C3H6ClN, computed with ωB97M-V with the def2-TZVPD basis set.

Structure (ORCA input):
```
! wB97M-V def2-TZVPD RIJCOSX def2/J DEFGRID3
* xyz 0 1
H 1.639 -0.993 -1.065
N 1.473 -0.704 -0.081
C 0.449 0.051 0.218
C -0.564 0.408 -0.792
C -1.822 0.936 -0.689
H 0.375 0.348 1.252
H -0.288 -0.158 -1.728
H -2.457 0.651 -1.560
H -2.457 1.136 0.167
Cl 1.757 -0.929 2.824
H 1.896 -0.746 1.454
*
```

Its LUMO energy is -0.45 eV. The value obtained for the highest occupied orbital energy is -10.35 eV. The HOMO-LUMO gap comes out at 9.90 eV. The value obtained for the energy above the lowest of the compared OMol25 structures with the same formula, charge and spin is 95.9 kJ/mol.



(6)
A molecular structure, C26H43Cl6N5O5PPbS, computed with ωB97M-V with the def2-TZVPD basis set.

Structure (ORCA input):
```
! wB97M-V def2-TZVPD RIJCOSX def2/J DEFGRID3
* xyz -1 1
Pb -1.143 -0.320 0.876
C -3.373 -1.086 -0.873
C -3.797 -0.619 0.393
C -3.443 -1.610 1.375
C -2.720 -2.584 0.684
C -2.700 -2.292 -0.686
H -3.614 -0.647 -1.823
H -4.506 0.192 0.524
H -3.777 -1.680 2.380
H -2.298 -3.521 1.101
H -2.181 -2.824 -1.467
Cl 1.897 -0.173 2.931
C 0.645 0.803 3.685
C -0.620 0.760 3.171
C -1.553 1.590 3.825
Cl -3.210 1.588 3.287
C -1.228 2.410 4.908
Cl -2.424 3.271 5.790
C 0.113 2.455 5.332
Cl 0.534 3.472 6.711
C 1.050 1.639 4.735
Cl 2.743 1.711 5.221
C 2.621 -6.070 0.512
N 1.643 -4.988 0.619
C 0.491 -5.161 -0.285
P 1.958 -3.436 1.225
O 0.756 -2.596 1.068
N 2.396 -3.555 2.834
C 1.377 -3.480 3.827
C 3.620 -4.156 3.263
N 3.368 -3.013 0.453
C 3.313 -3.245 -1.006
C 3.991 -1.746 0.795
H 2.268 -6.979 0.941
H 3.516 -5.839 0.998
H 2.790 -6.311 -0.541
H -0.106 -6.010 -0.064
H 0.861 -5.183 -1.320
H -0.102 -4.313 -0.147
H 0.656 -2.726 3.493
H 1.799 -3.103 4.763
H 0.813 -4.421 4.021
H 4.391 -4.225 2.512
H 3.483 -5.202 3.624
H 4.086 -3.601 4.103
H 2.911 -4.249 -1.208
H 4.369 -3.272 -1.280
H 2.719 -2.453 -1.467
H 3.975 -1.577 1.882
H 3.564 -0.874 0.321
H 5.049 -1.836 0.545
C -1.474 1.778 -6.146
C -2.014 0.602 -5.362
C -1.821 0.687 -3.877
C -2.686 1.714 -3.180
N -2.465 1.896 -1.762
C -1.589 2.754 -1.196
S -1.537 2.759 0.485
N -0.888 3.564 -2.011
C 0.138 4.527 -1.572
C -0.466 5.968 -1.576
C -1.614 6.175 -0.600
C -1.197 6.346 0.813
H -1.410 1.575 -7.245
H -0.456 2.092 -5.789
H -2.122 2.643 -6.038
H -1.624 -0.322 -5.780
H -3.105 0.583 -5.564
H -0.735 0.919 -3.675
H -2.064 -0.280 -3.438
H -3.687 1.372 -3.273
H -2.601 2.682 -3.684
H -2.998 1.375 -1.083
H -0.934 3.351 -2.981
H 0.998 4.485 -2.263
H 0.508 4.216 -0.625
H -0.743 6.192 -2.593
H 0.298 6.697 -1.270
H -2.304 5.359 -0.656
H -2.195 7.033 -0.922
H -0.611 5.501 1.193
H -2.008 6.362 1.543
H -0.589 7.254 0.962
O 1.438 1.825 -2.227
Cl 1.818 0.633 -1.494
O 3.198 0.308 -1.714
O 1.577 0.920 -0.092
O 0.992 -0.461 -1.871
*
```

Its LUMO energy is 2.48 eV. The value obtained for the highest occupied orbital energy is -5.41 eV. The HOMO-LUMO gap comes out at 7.89 eV. The value obtained for the energy above the lowest of the compared OMol25 structures with the same formula, charge and spin is 31.8 kJ/mol.



(7)
A molecular structure, C26H35HoO2, computed with ωB97M-V with the def2-TZVPD basis set.

Structure (ORCA input):
```
! wB97M-V def2-TZVPD RIJCOSX def2/J DEFGRID3
* xyz 0 5
O 0.852 -0.842 -2.225
C 1.249 0.346 -3.049
C 1.050 -0.359 -4.368
H 2.289 0.581 -2.786
H 0.569 1.169 -2.858
C 0.752 -1.590 -3.506
H 1.970 -0.509 -4.935
H 0.209 0.010 -4.968
C 1.904 -2.546 -3.654
H 2.844 -2.040 -3.420
H 1.899 -2.910 -4.690
H 1.803 -3.391 -2.977
C -0.608 -2.238 -3.626
H -1.414 -1.499 -3.482
H -0.722 -3.013 -2.852
H -0.688 -2.692 -4.628
Ho 0.645 -1.009 -0.178
C -1.744 -1.529 2.737
C -1.736 -0.225 3.293
C -2.335 0.653 2.354
H -1.381 0.037 4.288
C -2.759 -0.111 1.243
C -2.376 -1.464 1.462
H -2.532 -2.318 0.782
H -1.376 -2.425 3.239
H -2.472 1.728 2.471
H -3.359 0.235 0.397
C 1.185 -2.404 1.690
C 0.390 -3.208 0.806
C 1.125 -3.386 -0.409
H -0.575 -3.664 1.024
C 2.383 -2.703 -0.274
C 2.415 -2.089 1.030
H 3.238 -1.504 1.444
H 0.854 -2.029 2.656
H 0.877 -4.059 -1.231
H 3.227 -2.801 -0.950
O -1.259 1.679 -0.983
C -2.276 1.432 -1.981
C -2.690 2.823 -2.495
H -3.101 0.852 -1.515
H -1.845 0.815 -2.795
C -1.373 3.619 -2.364
H -3.505 3.229 -1.871
H -3.046 2.784 -3.530
C -0.595 2.938 -1.234
H -1.510 4.700 -2.227
H -0.783 3.474 -3.290
H -0.603 3.514 -0.298
H 0.470 2.789 -1.508
C 1.240 1.199 1.681
C 1.147 1.365 3.101
C 1.740 0.464 4.038
C 1.524 0.613 5.410
C 0.771 1.685 5.909
C 0.214 2.603 5.009
C 0.387 2.443 3.639
H 0.721 1.963 1.099
H 2.210 0.874 1.286
H 2.346 -0.367 3.662
H 1.963 -0.100 6.111
H 0.643 1.829 6.983
H -0.370 3.443 5.376
H -0.070 3.137 2.932
*
```

Its LUMO energy (spin up / spin down) is -0.40 / -0.38 eV. The value obtained for the highest occupied orbital energy (spin up / spin down) is -5.53 / -5.54 eV. The HOMO-LUMO gap (spin up / spin down) comes out at 5.12 / 5.15 eV. The value obtained for the energy above the lowest of the compared OMol25 structures with the same formula, charge and spin is 73.2 kJ/mol.



(8)
A molecular structure, C23H28NO2PSeSiTl, computed with ωB97M-V with the def2-TZVPD basis set.

Structure (ORCA input):
```
! wB97M-V def2-TZVPD RIJCOSX def2/J DEFGRID3
* xyz -1 1
Tl 0.031 -0.982 -2.594
C 5.878 1.986 1.411
C 4.783 2.574 0.787
C 3.835 1.788 0.152
C 3.961 0.395 0.150
C 5.058 -0.186 0.778
C 6.014 0.607 1.402
P 2.640 -0.528 -0.716
C 3.152 -2.268 -0.423
C 3.966 -2.870 -1.381
C 4.398 -4.179 -1.230
C 4.004 -4.914 -0.121
C 3.178 -4.332 0.832
C 2.757 -3.018 0.684
C 1.206 -0.350 0.388
C 1.282 -0.027 1.743
C 0.122 0.003 2.501
C -1.098 -0.299 1.904
C -1.162 -0.611 0.550
C -0.012 -0.625 -0.251
H 6.620 2.603 1.903
H 4.667 3.651 0.791
H 2.981 2.250 -0.334
H 5.168 -1.264 0.786
H 6.864 0.142 1.887
H 4.256 -2.302 -2.259
H 5.031 -4.631 -1.984
H 4.329 -5.940 -0.004
H 2.857 -4.905 1.694
H 2.104 -2.571 1.423
H 2.239 0.201 2.201
H 0.167 0.256 3.554
H -2.006 -0.284 2.498
H -2.131 -0.826 0.105
N -2.257 2.010 -2.524
C -1.502 2.555 -1.364
C 0.010 2.404 -1.674
O 0.787 3.054 -0.986
O 0.247 1.609 -2.635
H -2.744 2.722 -3.057
H -2.967 1.250 -2.263
H -1.496 1.593 -3.102
H -1.741 1.959 -0.484
H -1.760 3.595 -1.185
C -4.867 0.293 1.349
Si -5.655 0.436 -0.360
C -6.092 2.263 -0.587
C -7.284 -0.514 -0.297
Se -4.348 -0.334 -1.979
H -5.535 0.669 2.130
H -3.937 0.862 1.390
H -4.627 -0.749 1.571
H -6.818 2.596 0.161
H -6.513 2.436 -1.579
H -5.198 2.884 -0.490
H -7.974 -0.072 0.428
H -7.105 -1.553 -0.013
H -7.764 -0.516 -1.277
*
```

Its LUMO energy is 2.56 eV. The value obtained for the highest occupied orbital energy is -4.43 eV. The HOMO-LUMO gap comes out at 6.99 eV. The value obtained for the energy above the lowest of the compared OMol25 structures with the same formula, charge and spin is 0.0 kJ/mol.



What did the eighth record say?
A molecular structure, C23H28NO2PSeSiTl, computed with ωB97M-V with the def2-TZVPD basis set.

Structure (ORCA input):
```
! wB97M-V def2-TZVPD RIJCOSX def2/J DEFGRID3
* xyz -1 1
Tl 0.031 -0.982 -2.594
C 5.878 1.986 1.411
C 4.783 2.574 0.787
C 3.835 1.788 0.152
C 3.961 0.395 0.150
C 5.058 -0.186 0.778
C 6.014 0.607 1.402
P 2.640 -0.528 -0.716
C 3.152 -2.268 -0.423
C 3.966 -2.870 -1.381
C 4.398 -4.179 -1.230
C 4.004 -4.914 -0.121
C 3.178 -4.332 0.832
C 2.757 -3.018 0.684
C 1.206 -0.350 0.388
C 1.282 -0.027 1.743
C 0.122 0.003 2.501
C -1.098 -0.299 1.904
C -1.162 -0.611 0.550
C -0.012 -0.625 -0.251
H 6.620 2.603 1.903
H 4.667 3.651 0.791
H 2.981 2.250 -0.334
H 5.168 -1.264 0.786
H 6.864 0.142 1.887
H 4.256 -2.302 -2.259
H 5.031 -4.631 -1.984
H 4.329 -5.940 -0.004
H 2.857 -4.905 1.694
H 2.104 -2.571 1.423
H 2.239 0.201 2.201
H 0.167 0.256 3.554
H -2.006 -0.284 2.498
H -2.131 -0.826 0.105
N -2.257 2.010 -2.524
C -1.502 2.555 -1.364
C 0.010 2.404 -1.674
O 0.787 3.054 -0.986
O 0.247 1.609 -2.635
H -2.744 2.722 -3.057
H -2.967 1.250 -2.263
H -1.496 1.593 -3.102
H -1.741 1.959 -0.484
H -1.760 3.595 -1.185
C -4.867 0.293 1.349
Si -5.655 0.436 -0.360
C -6.092 2.263 -0.587
C -7.284 -0.514 -0.297
Se -4.348 -0.334 -1.979
H -5.535 0.669 2.130
H -3.937 0.862 1.390
H -4.627 -0.749 1.571
H -6.818 2.596 0.161
H -6.513 2.436 -1.579
H -5.198 2.884 -0.490
H -7.974 -0.072 0.428
H -7.105 -1.553 -0.013
H -7.764 -0.516 -1.277
*
```

Its LUMO energy is 2.56 eV. The value obtained for the highest occupied orbital energy is -4.43 eV. The HOMO-LUMO gap comes out at 6.99 eV. The value obtained for the energy above the lowest of the compared OMol25 structures with the same formula, charge and spin is 0.0 kJ/mol.



Question: energy above the lowest of the compared OMol25 structures with the same formula, charge and spin of number 2 (C4H11NO)?
Answer: 152.4 kJ/mol